No. 1
This record from OMol25 describes C17H33HfNO3P2 as an isolated structure at a distorted geometry. The level of theory is ωB97M-V/def2-TZVPD.

Computed properties:
Relative energy (zero: lowest compared OMol25 entry of this formula, charge and spin)   0.00 kcal/mol
Lowest unoccupied orbital energy   0.31 eV
Max |F|   0.10373 Eh/bohr
HOMO energy   -6.05 eV

Positions of all 57 atoms, in Å:
1 Hf 0.052 -0.411 0.265
2 P 2.684 -0.448 -0.228
3 P -2.727 0.182 0.236
4 N -0.109 0.655 -1.368
5 H 0.855 -1.889 1.365
6 C 3.340 -1.879 -1.154
7 H 4.431 -1.961 -1.055
8 H 3.081 -1.774 -2.215
9 H 2.876 -2.801 -0.778
10 C 3.774 -0.338 1.239
11 H 4.829 -0.243 0.942
12 H 3.652 -1.235 1.861
13 H 3.489 0.537 1.840
14 C 3.257 0.992 -1.213
15 H 4.353 1.086 -1.190
16 H 2.810 1.908 -0.803
17 H 2.917 0.893 -2.251
18 C -3.760 -1.136 -0.503
19 H -4.831 -0.939 -0.347
20 H -3.484 -2.106 -0.074
21 H -3.548 -1.165 -1.579
22 C -3.378 0.312 1.934
23 H -4.456 0.523 1.911
24 H -2.842 1.117 2.457
25 H -3.194 -0.631 2.465
26 C -3.435 1.651 -0.593
27 H -4.529 1.681 -0.466
28 H -3.187 1.608 -1.662
29 H -2.982 2.556 -0.168
30 C -0.144 1.460 -2.412
31 C -0.082 1.790 -4.836
32 C -0.126 0.938 -3.748
33 C -0.165 2.888 -2.246
34 C -0.122 3.725 -3.348
35 C -0.075 3.183 -4.643
36 H -0.048 1.371 -5.842
37 H -0.127 -0.148 -3.852
38 H -0.192 3.271 -1.223
39 H -0.120 4.806 -3.198
40 H -0.032 3.847 -5.507
41 C -0.076 -2.667 1.284
42 O -0.861 -2.177 0.189
43 C 0.459 -4.054 0.926
44 H 0.944 -4.523 1.790
45 H 1.189 -3.983 0.109
46 H -0.372 -4.686 0.582
47 C -0.837 -2.610 2.606
48 H -1.886 -2.911 2.484
49 H -0.829 -1.594 3.027
50 H -0.359 -3.267 3.343
51 C 0.935 1.152 4.204
52 C 0.057 1.361 3.000
53 O -0.799 2.230 2.937
54 O 0.299 0.491 2.004
55 H 0.326 1.307 5.099
56 H 1.732 1.904 4.187
57 H 1.374 0.150 4.215

No. 2
This record from OMol25 describes C17H33N2O2P2Pt as an isolated structure at a distorted geometry. The level of theory is ωB97M-V/def2-TZVPD.

Computed properties:
Expectation value of S²   6.037
Lowest unoccupied orbital energy (alpha / beta)   -2.60 / -5.33 eV
Max |F|   0.06935 Eh/bohr
Charge   +1
2S+1   5
HOMO energy (alpha / beta)   -6.84 / -11.59 eV

Positions of all 57 atoms, in Å:
1 C -0.859 1.317 -4.038
2 C -0.985 0.901 -2.691
3 N -0.118 1.455 -1.771
4 C 0.732 2.438 -2.067
5 C 0.844 2.906 -3.386
6 C 0.073 2.280 -4.376
7 C -2.030 0.089 -2.216
8 P -2.296 0.015 -0.502
9 Pt -0.161 0.651 0.335
10 P 1.890 1.643 0.302
11 C 1.667 2.964 -0.968
12 O -0.114 -4.333 -4.346
13 O 1.032 -4.907 0.317
14 H -1.597 0.964 -4.765
15 H 1.631 3.616 -3.638
16 H 0.209 2.569 -5.422
17 C -3.773 0.911 0.056
18 C -2.506 -1.740 -0.135
19 H 2.660 3.225 -1.372
20 H 1.293 3.854 -0.420
21 H -0.740 -3.909 -4.975
22 H -2.942 0.165 -2.800
23 C 2.183 2.439 1.909
24 C 3.437 0.825 -0.132
25 H 0.122 -0.868 -0.304
26 H 0.144 -4.547 0.480
27 H 1.383 -4.334 -0.411
28 H 0.787 -4.018 -4.517
29 H -0.783 2.021 0.928
30 H 0.861 -0.421 -0.528
31 H -4.692 0.582 -0.447
32 H -3.848 0.753 1.134
33 H -3.662 1.984 -0.150
34 H -3.327 -2.143 -0.737
35 H -1.593 -2.279 -0.416
36 H -2.719 -1.857 0.931
37 H 4.253 1.557 -0.150
38 H 3.694 0.049 0.592
39 H 3.378 0.360 -1.119
40 H 3.136 2.997 1.900
41 H 1.344 3.118 2.132
42 H 2.218 1.650 2.681
43 C 2.271 -1.722 2.018
44 C 0.977 -1.380 2.639
45 C 0.555 -1.871 3.892
46 C -0.701 -1.326 4.176
47 C -1.020 -0.472 3.103
48 C -2.244 0.343 2.982
49 N 0.002 -0.515 2.197
50 H 2.174 -1.958 0.953
51 H 2.628 -2.626 2.537
52 H 3.029 -0.940 2.179
53 H 1.118 -2.585 4.472
54 H -1.360 -1.479 5.021
55 H -3.044 -0.290 2.559
56 H -2.547 0.632 3.999
57 H -2.065 1.247 2.373

No. 3
This record from OMol25 describes a single C17H33N3O3S molecule. The level of theory is ωB97M-V/def2-TZVPD.

Computed properties:
Relative energy (zero: lowest compared OMol25 entry of this formula, charge and spin)   27.49 kcal/mol
Lowest unoccupied orbital energy   0.55 eV
Max |F|   0.01502 Eh/bohr
SMILES   C=CCNC(=S)NNC(=O)[C@H](CCCC)C[C@@H](O)COCC(C)C
HOMO energy   -8.15 eV

Positions of all 57 atoms, in Å:
1 C -0.293 3.888 1.375
2 C -1.212 3.454 0.532
3 C -1.176 3.676 -0.951
4 N -1.511 2.463 -1.663
5 C -2.763 2.198 -2.064
6 S -3.947 3.330 -2.245
7 N -3.040 0.914 -2.474
8 N -2.296 -0.177 -2.033
9 C -2.181 -0.511 -0.715
10 O -2.701 0.141 0.161
11 C -1.395 -1.791 -0.471
12 C -2.436 -2.892 -0.204
13 C -1.864 -4.305 -0.092
14 C -1.199 -4.803 -1.374
15 C -0.805 -6.271 -1.263
16 C -0.446 -1.577 0.710
17 C 0.688 -0.614 0.340
18 O 0.175 0.608 -0.156
19 C 1.633 -0.390 1.538
20 O 2.966 -0.138 1.174
21 C 3.215 1.083 0.500
22 C 3.170 2.325 1.402
23 C 4.159 2.180 2.555
24 C 3.476 3.567 0.570
25 H -0.370 3.723 2.436
26 H 0.561 4.452 1.040
27 H -2.074 2.899 0.878
28 H -0.190 4.020 -1.273
29 H -1.927 4.425 -1.229
30 H -0.887 1.682 -1.496
31 H -4.035 0.749 -2.597
32 H -1.807 -0.696 -2.750
33 H -0.816 -2.041 -1.364
34 H -3.168 -2.878 -1.017
35 H -2.964 -2.643 0.718
36 H -1.149 -4.359 0.731
37 H -2.690 -4.977 0.155
38 H -1.889 -4.676 -2.211
39 H -0.304 -4.213 -1.582
40 H -0.111 -6.418 -0.438
41 H -1.682 -6.889 -1.085
42 H -0.326 -6.609 -2.178
43 H -0.012 -2.527 1.019
44 H -1.017 -1.163 1.545
45 H 1.273 -1.031 -0.488
46 H -0.327 1.039 0.552
47 H 1.683 -1.303 2.137
48 H 1.227 0.416 2.167
49 H 2.516 1.211 -0.335
50 H 4.224 0.966 0.096
51 H 2.159 2.425 1.812
52 H 4.066 3.013 3.248
53 H 3.976 1.254 3.093
54 H 5.178 2.157 2.175
55 H 4.477 3.503 0.148
56 H 3.423 4.459 1.190
57 H 2.765 3.668 -0.247

No. 4
This record from OMol25 describes a single C17H33N3O4S molecule. The level of theory is ωB97M-V/def2-TZVPD.

Computed properties:
Relative energy (zero: lowest compared OMol25 entry of this formula, charge and spin)   2.44 kcal/mol
Lowest unoccupied orbital energy   0.75 eV
Max |F|   0.01937 Eh/bohr
SMILES   CC(C)OCCCNC(=O)C1CCN(S(=O)(=O)N2CCCCC2)CC1
HOMO energy   -9.03 eV

Positions of all 58 atoms, in Å:
1 C -1.324 -3.334 -0.826
2 C -2.341 -2.656 0.090
3 C -1.723 -2.357 1.456
4 O -2.772 -1.444 -0.533
5 C -4.149 -1.319 -0.798
6 C -4.961 -0.873 0.428
7 C -4.788 0.618 0.723
8 N -3.405 1.028 0.608
9 C -3.064 2.160 -0.035
10 O -3.875 2.996 -0.385
11 C -1.567 2.331 -0.287
12 C -1.097 1.365 -1.381
13 C 0.393 1.568 -1.645
14 N 1.189 1.427 -0.440
15 S 1.506 -0.155 0.030
16 O 1.105 -1.047 -1.012
17 O 1.021 -0.396 1.357
18 N 3.157 -0.216 0.098
19 C 3.781 0.504 1.185
20 C 5.222 0.028 1.346
21 C 5.982 0.239 0.039
22 C 5.257 -0.483 -1.093
23 C 3.810 -0.002 -1.174
24 C 0.761 2.307 0.630
25 C -0.719 2.132 0.971
26 H -0.472 -2.675 -0.971
27 H -1.774 -3.544 -1.794
28 H -0.985 -4.267 -0.384
29 H -3.212 -3.315 0.223
30 H -0.838 -1.735 1.340
31 H -1.429 -3.287 1.935
32 H -2.433 -1.846 2.104
33 H -4.230 -0.565 -1.587
34 H -4.550 -2.267 -1.182
35 H -6.018 -1.078 0.256
36 H -4.641 -1.462 1.289
37 H -5.158 0.840 1.732
38 H -5.362 1.225 0.016
39 H -2.718 0.294 0.705
40 H -1.433 3.358 -0.646
41 H -1.261 0.330 -1.076
42 H -1.656 1.545 -2.302
43 H 0.580 2.571 -2.045
44 H 0.757 0.825 -2.354
45 H 3.770 1.588 0.987
46 H 3.193 0.296 2.080
47 H 5.217 -1.032 1.598
48 H 5.697 0.578 2.161
49 H 6.035 1.308 -0.183
50 H 7.002 -0.137 0.132
51 H 5.259 -1.556 -0.900
52 H 5.753 -0.300 -2.047
53 H 3.780 1.065 -1.445
54 H 3.247 -0.570 -1.914
55 H 0.962 3.335 0.309
56 H 1.373 2.080 1.502
57 H -0.848 1.127 1.372
58 H -1.004 2.854 1.738

No. 5
This record from OMol25 describes C17H34AsB11Br6MnN2O2S3 as an isolated structure. The level of theory is ωB97M-V/def2-TZVPD.

Computed properties:
Relative energy (zero: lowest compared OMol25 entry of this formula, charge and spin)   0.00 kcal/mol
Expectation value of S²   9.111
Lowest unoccupied orbital energy (alpha / beta)   -8.77 / -8.79 eV
Max |F|   0.01032 Eh/bohr
Charge   +2
2S+1   6
HOMO energy (alpha / beta)   -13.49 / -13.49 eV

Positions of all 77 atoms, in Å:
1 Mn -0.640 -0.213 -0.412
2 S -1.881 3.091 0.505
3 C -1.659 2.764 -1.114
4 N -1.115 1.645 -1.629
5 C -0.978 1.743 -2.983
6 C -0.376 0.793 -3.837
7 C -0.328 1.051 -5.180
8 C -0.861 2.244 -5.726
9 C -1.433 3.196 -4.922
10 C -1.484 2.945 -3.546
11 S -2.098 3.947 -2.311
12 H 0.071 -0.100 -3.425
13 H 0.136 0.336 -5.847
14 H -0.802 2.408 -6.793
15 H -1.827 4.115 -5.333
16 Br 0.257 0.672 1.955
17 B 0.920 -0.831 3.110
18 B 2.031 -0.454 4.413
19 C 1.709 -1.682 5.535
20 B 0.359 -0.999 4.764
21 B 0.430 -2.737 5.165
22 B 2.128 -3.262 5.059
23 B 3.119 -1.856 4.596
24 B 2.617 -1.334 2.988
25 Br 3.840 -0.511 1.705
26 B 2.684 -3.078 3.380
27 Br 3.982 -4.238 2.531
28 B 1.005 -3.629 3.739
29 Br 0.394 -5.413 3.292
30 B -0.078 -2.217 3.555
31 Br -1.911 -2.443 2.892
32 B 1.308 -2.421 2.476
33 Br 1.035 -2.862 0.584
34 H 2.373 0.627 4.732
35 H 1.850 -1.437 6.577
36 H -0.395 -0.278 5.314
37 H -0.281 -3.166 5.999
38 H 2.546 -4.039 5.837
39 H 4.189 -1.702 5.061
40 C 3.424 -1.525 -2.036
41 N 3.284 -0.100 -1.730
42 C 4.525 0.684 -1.758
43 C 2.150 0.407 -1.311
44 C 2.118 1.815 -0.811
45 O 1.097 -0.330 -1.305
46 H 4.331 -1.890 -1.558
47 H 3.499 -1.673 -3.114
48 H 2.582 -2.069 -1.629
49 H 5.288 0.083 -2.242
50 H 4.853 0.924 -0.746
51 H 4.403 1.599 -2.332
52 H 2.714 2.482 -1.429
53 H 2.537 1.829 0.198
54 H 1.098 2.180 -0.771
55 C -4.746 0.670 -0.536
56 S -3.900 -0.495 0.519
57 C -4.252 0.255 2.094
58 O -2.406 -0.204 0.315
59 H -5.816 0.533 -0.379
60 H -4.499 0.437 -1.570
61 H -4.444 1.684 -0.280
62 H -5.329 0.192 2.251
63 H -3.911 1.289 2.072
64 H -3.721 -0.315 2.854
65 C -2.785 -1.781 -2.868
66 As -1.380 -2.335 -1.657
67 C -2.193 -3.709 -0.586
68 C -0.026 -3.126 -2.769
69 H -2.997 -2.606 -3.550
70 H -2.477 -0.910 -3.442
71 H -3.687 -1.564 -2.300
72 H -2.559 -4.474 -1.273
73 H -3.025 -3.281 -0.031
74 H -1.465 -4.122 0.106
75 H -0.488 -3.967 -3.289
76 H 0.800 -3.485 -2.164
77 H 0.324 -2.395 -3.494

No. 6
This record from OMol25 describes C17H34AsBrN4O2Pd as an isolated structure. The level of theory is ωB97M-V/def2-TZVPD.

Computed properties:
Relative energy (zero: lowest compared OMol25 entry of this formula, charge and spin)   15.50 kcal/mol
Lowest unoccupied orbital energy   0.53 eV
Max |F|   0.01745 Eh/bohr
HOMO energy   -5.43 eV

Positions of all 60 atoms, in Å:
1 Pd -0.777 -0.035 1.338
2 C 2.068 4.739 -0.784
3 C 1.388 4.276 0.471
4 C 1.691 4.805 1.725
5 C 1.039 4.353 2.855
6 C 0.092 3.347 2.680
7 Br -0.866 2.733 4.202
8 N -0.195 2.811 1.522
9 C 0.423 3.281 0.438
10 H 2.314 5.800 -0.733
11 H 1.433 4.581 -1.656
12 H 3.001 4.194 -0.951
13 H 2.442 5.582 1.818
14 H 1.239 4.757 3.836
15 H 0.132 2.828 -0.504
16 C -1.212 -1.044 -3.234
17 N -0.974 0.051 -2.293
18 C -2.130 0.295 -1.440
19 C 0.277 0.143 -1.726
20 N 0.454 0.173 -0.447
21 N 1.323 0.195 -2.639
22 C 2.680 0.204 -2.146
23 C 1.156 0.878 -3.912
24 H -1.592 -1.913 -2.688
25 H -0.290 -1.321 -3.740
26 H -1.940 -0.732 -3.984
27 H -2.994 0.432 -2.094
28 H -1.983 1.204 -0.857
29 H -2.306 -0.539 -0.755
30 H 1.411 0.402 -0.211
31 H 2.831 -0.579 -1.405
32 H 2.962 1.169 -1.701
33 H 3.357 0.006 -2.977
34 H 0.110 1.108 -4.078
35 H 1.519 0.258 -4.736
36 H 1.721 1.817 -3.918
37 C 0.306 -3.608 2.035
38 As -0.113 -3.603 0.163
39 C 1.550 -3.127 -0.693
40 C -0.380 -5.450 -0.330
41 O -1.407 -2.734 -0.346
42 H 1.224 -4.172 2.199
43 H -0.519 -4.059 2.585
44 H 0.411 -2.567 2.339
45 H 2.229 -3.979 -0.686
46 H 1.992 -2.297 -0.146
47 H 1.339 -2.823 -1.717
48 H 0.445 -6.083 -0.003
49 H -0.473 -5.494 -1.414
50 H -1.310 -5.789 0.121
51 C -3.811 0.199 1.978
52 O -3.060 -0.321 3.076
53 C -1.752 -0.492 2.870
54 C -1.216 -1.079 4.153
55 H -4.807 0.405 2.366
56 H -3.848 -0.544 1.181
57 H -3.332 1.108 1.612
58 H -1.391 -2.159 4.121
59 H -1.734 -0.684 5.030
60 H -0.145 -0.908 4.229

No. 7
This record from OMol25 describes a 5-piece molecular cluster, C17H34Br9IN3O2 overall at a distorted geometry. The level of theory is ωB97M-V/def2-TZVPD.

Computed properties:
Lowest unoccupied orbital energy   -4.54 eV
Max |F|   0.16072 Eh/bohr
Charge   +1
HOMO energy   -11.92 eV

Positions of all 66 atoms, in Å:
1 C 4.683 4.707 1.402
2 C 3.752 4.225 0.134
3 C 2.837 2.875 0.507
4 Br 3.951 1.225 0.353
5 N 1.498 2.841 -0.176
6 C 1.490 2.140 -1.508
7 C 2.435 2.854 -2.670
8 O 3.744 2.212 -2.859
9 C 3.687 1.078 -3.794
10 C 5.134 0.683 -4.534
11 O 2.622 0.320 -4.068
12 C 0.378 2.371 0.745
13 N -0.331 3.490 1.536
14 I 0.207 3.478 3.526
15 N -0.032 1.037 0.856
16 C -1.179 0.572 1.744
17 H 5.792 4.352 1.256
18 H 4.224 4.404 2.457
19 H 4.683 5.899 1.403
20 H 4.377 4.093 -0.848
21 H 2.954 5.093 -0.041
22 H 2.608 3.005 1.673
23 H 1.655 0.960 -1.445
24 H 0.376 2.248 -1.927
25 H 1.875 2.847 -3.725
26 H 2.520 4.003 -2.362
27 H 5.905 0.376 -3.686
28 H 5.021 -0.158 -5.340
29 H 5.558 1.701 -4.991
30 H -1.367 3.441 1.398
31 H 0.441 0.274 0.284
32 H -0.803 0.010 2.702
33 H -1.856 -0.141 1.075
34 H -1.886 1.435 2.110
35 Br -4.652 -0.519 2.131
36 C -5.348 -1.721 0.762
37 C -4.234 -2.493 0.094
38 Br -3.274 -1.379 -1.188
39 H -5.931 -1.110 0.067
40 H -6.021 -2.399 1.295
41 H -4.638 -3.321 -0.495
42 H -3.492 -2.881 0.798
43 Br -9.223 -1.577 -0.421
44 C -9.332 -0.288 1.040
45 C -9.273 1.130 0.523
46 Br -7.449 1.631 0.046
47 H -8.528 -0.530 1.740
48 H -10.296 -0.484 1.519
49 H -9.567 1.838 1.303
50 H -9.892 1.296 -0.363
51 Br 3.588 -2.762 0.427
52 C 4.611 -2.722 -1.234
53 C 6.048 -3.125 -1.000
54 Br 7.065 -1.672 -0.187
55 H 4.504 -1.717 -1.651
56 H 4.111 -3.439 -1.892
57 H 6.551 -3.327 -1.950
58 H 6.154 -3.994 -0.345
59 Br 0.434 -4.313 3.353
60 C -1.143 -5.398 2.977
61 C -1.091 -5.970 1.579
62 Br -1.543 -4.619 0.247
63 H -2.016 -4.765 3.155
64 H -1.122 -6.198 3.722
65 H -1.844 -6.754 1.455
66 H -0.110 -6.369 1.309

No. 8
This record from OMol25 describes C17H34Cl2EuNOP2 as an isolated structure at a distorted geometry. The level of theory is ωB97M-V/def2-TZVPD.

Computed properties:
Expectation value of S²   12.057
Lowest unoccupied orbital energy (alpha / beta)   -9.29 / -6.44 eV
Max |F|   0.07180 Eh/bohr
Charge   +2
2S+1   7
HOMO energy (alpha / beta)   -11.96 / -12.16 eV

Positions of all 58 atoms, in Å:
1 C 0.867 0.023 -6.976
2 C 0.442 0.352 -5.580
3 H 1.960 0.006 -7.074
4 H 0.448 0.746 -7.690
5 H 0.470 -0.967 -7.250
6 O 1.152 0.512 -4.573
7 Cl -1.342 0.449 -5.428
8 Eu 0.096 0.008 -2.348
9 P -0.576 2.700 -0.874
10 C 0.552 3.812 0.031
11 C -0.391 3.242 -2.636
12 H -0.571 4.316 -2.792
13 H -2.445 4.407 -0.683
14 H -1.115 2.680 -3.263
15 H -2.973 2.738 -1.048
16 H 1.581 3.560 -0.270
17 H 0.645 3.024 -2.963
18 C -2.255 3.342 -0.470
19 H 0.420 4.897 -0.105
20 H -2.415 3.170 0.607
21 H 0.426 3.592 1.103
22 P -0.323 -2.524 -0.494
23 C 0.889 -3.420 0.525
24 C -1.935 -3.278 -0.024
25 H -0.832 -2.849 -2.861
26 H -0.186 -4.379 -2.178
27 H 0.951 -3.029 -2.522
28 C -0.073 -3.282 -2.175
29 H -2.707 -2.830 -0.672
30 H -1.988 -4.375 -0.115
31 H 0.835 -4.518 0.488
32 H 0.744 -3.107 1.572
33 H -2.139 -3.001 1.026
34 H 1.895 -3.116 0.196
35 Cl -2.496 -0.197 -2.086
36 C -0.300 -1.046 4.716
37 N -0.943 -0.730 3.391
38 C -2.432 -0.695 3.555
39 C -0.422 0.557 2.743
40 C 1.009 0.445 2.353
41 C 1.997 0.597 3.366
42 C 3.337 0.505 3.010
43 C 3.684 0.314 1.663
44 C 2.665 0.186 0.664
45 C 1.334 0.264 1.000
46 H -0.429 -0.170 5.358
47 H 0.757 -1.287 4.593
48 H -0.797 -1.906 5.177
49 H -0.726 -1.508 2.726
50 H -2.675 0.157 4.196
51 H -2.894 -0.584 2.571
52 H -2.762 -1.635 4.014
53 H -0.990 0.740 1.822
54 H -0.580 1.375 3.469
55 H 1.715 0.807 4.423
56 H 4.100 0.604 3.784
57 H 4.729 0.285 1.371
58 H 3.010 0.021 -0.365